37
Properties=species:S:1:pos:R:3:forces:R:3:mulliken_charge:R:1 method="wB97M-V/def2-TZVPD" spin_multiplicity=1 charge=-2 fmax_ev_per_a=2.286 energy_ha=-765.52598
C 0.89723 -1.11902 -2.96317 -1.040 -0.857 0.229 -0.631
C -0.50783 -1.05919 -3.22960 0.822 -0.995 0.297 -0.420
C -1.18744 -1.75944 -2.18595 0.746 -0.191 -0.349 -0.576
C -0.21052 -2.24261 -1.26827 0.273 0.084 -0.730 -0.643
C 1.08228 -1.84830 -1.74454 -0.753 -0.044 -0.629 -0.594
Be -0.11082 0.38494 -0.88160 -0.715 0.614 -0.175 -1.074
C -1.22368 1.62195 -1.88549 0.561 -0.674 0.637 -0.811
C 0.17491 2.02295 -2.21621 0.656 1.102 -1.188 0.179
C 0.63021 2.73842 -3.30343 -0.720 -0.185 0.285 -0.975
N 1.01610 1.46133 -1.30821 0.221 0.067 0.860 0.144
H -2.25838 -1.97023 -2.15606 0.267 0.267 0.166 0.318
H -0.96549 -0.62194 -4.11592 0.101 0.105 0.340 0.433
H -0.40328 -2.86689 -0.39484 0.027 0.322 -0.115 0.373
H 2.04017 -2.14809 -1.32329 -0.165 0.200 0.075 0.505
H 1.68086 -0.74418 -3.61486 -0.123 0.195 0.233 0.368
H -1.85519 1.26050 -2.70071 0.071 0.456 -0.003 0.167
H 1.98249 1.77996 -1.25354 -0.467 -0.212 -0.350 0.075
H -1.71438 2.29818 -1.17038 0.074 -0.107 -0.200 0.444
H -0.09709 3.21420 -3.95456 0.213 -0.038 -0.154 0.277
H 1.67995 2.68593 -3.55939 0.166 0.220 -0.184 0.239
C 1.90209 -0.62308 4.06871 -0.923 0.173 0.068 -0.387
C 2.44265 -0.63712 2.76520 -0.286 0.126 -0.523 -0.701
C 1.62511 -0.38051 1.67220 0.370 -0.106 0.162 -0.638
C 0.22952 -0.13106 1.81973 -0.533 -0.115 2.220 0.283
C -0.64443 0.09767 0.75521 0.421 -0.034 -1.928 0.807
C -1.98947 0.28204 0.93212 -0.241 -0.147 1.509 0.138
C -2.54799 0.26437 2.24032 0.369 -0.088 -0.205 -0.684
C -1.72859 0.06990 3.33865 -0.155 0.012 -0.150 -1.049
C -0.32805 -0.13475 3.16572 0.398 -0.107 -0.711 0.972
C 0.54208 -0.37281 4.25252 1.000 -0.240 0.032 -0.694
H 2.55626 -0.81049 4.92160 -0.214 0.022 -0.095 0.335
H 3.50725 -0.86117 2.62232 -0.417 0.144 0.006 0.330
H 2.05267 -0.38579 0.66299 -0.329 0.008 0.306 0.179
H -2.62064 0.45788 0.06738 0.030 0.011 0.035 0.438
H -3.62529 0.41078 2.34450 0.169 -0.033 0.240 0.337
H -2.14404 0.05279 4.35116 0.127 0.021 -0.215 0.243
H 0.12079 -0.38712 5.24969 0.002 0.024 0.205 0.293